C49H42N2O2OsP3S | ωB97M-V/def2-TZVPD

Geometry (Å):
Os 0.51474 0.44319 0.42460
O 3.15161 -0.40633 0.45588
N 2.49689 0.81363 0.33271
C 3.27049 1.84352 0.30182
C 2.92412 3.23538 0.16972
C 3.99897 4.13377 0.22610
C 3.80428 5.49236 0.07429
C 2.52249 5.98092 -0.13013
C 1.44557 5.10490 -0.17468
C 1.62705 3.73584 -0.02670
P 0.12690 2.70792 -0.12806
C -0.95521 3.39402 1.15311
C -2.34078 3.35894 0.99687
C -3.15918 3.86090 1.99729
C -2.60240 4.38215 3.15660
C -1.22290 4.39934 3.32316
C -0.39865 3.90362 2.32775
C -0.59348 3.08962 -1.73739
C -0.24276 2.27280 -2.81320
C -0.67272 2.59111 -4.09002
C -1.45271 3.72109 -4.29443
C -1.81779 4.52459 -3.22250
C -1.39191 4.21528 -1.94060
H 4.10871 -0.29083 0.33696
H 4.33908 1.65304 0.38476
H 5.00141 3.75740 0.39355
H 4.64817 6.16730 0.10808
H 2.35633 7.04261 -0.25458
H 0.44703 5.49661 -0.31525
H -2.77255 2.96391 0.08449
H -4.23363 3.85645 1.86576
H -3.24394 4.78504 3.92944
H -0.78743 4.80957 4.22461
H 0.67608 3.92487 2.45739
H 0.37051 1.39455 -2.63755
H -0.39837 1.96305 -4.92697
H -1.77680 3.97883 -5.29382
H -2.43486 5.39843 -3.38311
H -1.68557 4.84660 -1.11237
O -1.50774 0.23870 0.52062
N -2.18766 0.41375 1.65283
C -3.53285 0.50319 1.55468
C -4.30192 0.67629 2.66942
C -3.68200 0.74581 3.92183
C -2.31421 0.65435 3.99965
C -1.54460 0.50402 2.84008
S 0.16709 0.43410 2.87905
H -3.91560 0.43341 0.54716
H -5.37411 0.75798 2.56677
H -4.27461 0.87791 4.81676
H -1.79510 0.70897 4.94622
C -0.47247 -4.19999 -0.06666
P 0.21756 -2.46601 0.40670
C 1.64062 -2.65322 -0.71419
C 2.65818 -3.58885 -0.53210
C 3.62536 -3.75272 -1.51197
C 3.57492 -3.00268 -2.68171
C 2.55685 -2.07936 -2.87427
C 1.59120 -1.90438 -1.89308
C 0.71579 -2.86626 2.11532
C 1.99494 -2.63884 2.61454
C 2.25680 -2.83844 3.96280
C 1.24804 -3.24982 4.82147
C -0.03377 -3.46134 4.33141
C -0.29921 -3.26513 2.98562
P -2.17377 -4.59691 -0.55567
C -3.41341 -4.23909 0.68829
C -4.33705 -3.20704 0.49289
C -5.32083 -2.99416 1.44256
C -5.39218 -3.79606 2.57542
C -4.47580 -4.82282 2.76578
C -3.49482 -5.05819 1.81877
C -2.60662 -3.95908 -2.14884
C -1.64638 -3.40313 -3.00603
C -2.01484 -3.03634 -4.28523
C -3.31853 -3.24539 -4.72736
C -4.27055 -3.81312 -3.88585
C -3.91654 -4.19023 -2.60640
H -0.22970 -4.85148 0.77552
H 0.13908 -4.51781 -0.91150
H 2.70564 -4.17581 0.37806
H 4.41568 -4.47821 -1.36837
H 4.32751 -3.14222 -3.44635
H 2.51088 -1.50746 -3.79240
H 0.78304 -1.19141 -2.04344
H 2.78956 -2.31474 1.95897
H 3.25644 -2.67777 4.34483
H 1.45913 -3.40453 5.87107
H -0.82586 -3.78152 4.99595
H -1.30802 -3.41018 2.61400
H -4.28627 -2.59516 -0.39808
H -6.05494 -2.21597 1.28018
H -6.18251 -3.63693 3.29727
H -4.54465 -5.46216 3.63567
H -2.81362 -5.89284 1.93765
H -0.62739 -3.24679 -2.67238
H -1.28067 -2.60486 -4.95226
H -3.58738 -2.98711 -5.74307
H -5.27850 -3.98228 -4.23895
H -4.64114 -4.67184 -1.96113

The relative energy (zero: lowest compared OMol25 entry of this formula, charge and spin) comes out at 31.2 kcal/mol. As for the net charge: +3. Its multiplicity is 5. Its total energy is -3664.32616 a.u. Its HOMO energy (alpha / beta) is -15.316 / -15.598 eV. The LUMO energy (alpha / beta) is -7.99 / -9.73 eV. The calculation puts the orbital gap (alpha / beta) at 7.33 / 5.86 eV.

Atomic partial charges in e from the Mulliken method, atoms 1 to 4:
1 Os 1.098
2 O -0.235
3 N 0.731
4 C 0.376


CH3NO2S | ωB97M-V/def2-TZVPD

Geometry (Å):
O -1.54506 -1.35652 -0.17230
S -0.90167 -0.04200 -0.01941
O -1.82224 1.05192 -0.19468
C 0.73471 0.19781 -0.51411
N 0.36898 0.27775 1.03402
H 1.06832 1.12704 -0.82970
H 1.29275 -0.70089 -0.73715
H 0.80422 -0.55511 1.43334

The relative energy (zero: lowest compared OMol25 entry of this formula, charge and spin) comes out at 51.9 kcal/mol. Its total energy is -643.23152 a.u. Its HOMO energy is -10.953 eV. The LUMO energy is 0.40 eV. The calculation puts the orbital gap at 11.36 eV. As for the SMILES: O=S1(=O)CN1.

Atomic partial charges in e from the Mulliken method, atoms 1 to 4:
1 O -0.525
2 S 0.913
3 O -0.526
4 C -0.297


C4H10O2 | ωB97M-V/def2-TZVPD

Geometry (Å):
C -0.37444 -0.68737 -0.07583
C 0.42443 0.77268 -1.05424
C 0.59928 -1.31153 0.88481
C -1.72087 -0.31283 0.47742
O 0.48064 1.37009 0.09275
O 1.45205 2.65865 -0.86447
H 2.32485 2.52451 -0.45790
H -0.45574 -1.25467 -1.00607
H -0.35963 1.07293 -1.75606
H 1.31592 0.31555 -1.49798
H 1.58655 -1.43293 0.43457
H -2.31105 0.25040 -0.24813
H 0.24368 -2.31005 1.16897
H 0.70282 -0.71608 1.79254
H -1.62845 0.28485 1.38473
H -2.28001 -1.22421 0.72489

The relative energy (zero: lowest compared OMol25 entry of this formula, charge and spin) comes out at 136.4 kcal/mol. Its total energy is -308.68080 a.u. Its HOMO energy (alpha / beta) is -9.528 / -8.546 eV. The LUMO energy (alpha / beta) is -0.44 / -0.17 eV. The calculation puts the orbital gap (alpha / beta) at 9.09 / 8.37 eV.

Atomic partial charges in e from the Mulliken method, atoms 1 to 4:
1 C 0.291
2 C -0.237
3 C -1.242
4 C -1.235


CBrClFN3 | ωB97M-V/def2-TZVPD

Geometry (Å):
C -0.78468 0.42697 0.45926
N -1.41376 1.08741 1.12893
N -0.12947 0.00241 -0.54072
N 1.66725 0.10080 -0.41890
F -0.28936 -1.33360 -0.83342
Cl 2.07784 -1.16468 0.83207
Br 2.18982 -0.51522 -2.03404

The relative energy (zero: lowest compared OMol25 entry of this formula, charge and spin) comes out at 61.4 kcal/mol. Its total energy is -3336.18808 a.u. Its HOMO energy (alpha / beta) is -10.671 / -10.671 eV. The LUMO energy (alpha / beta) is -1.76 / -1.76 eV. The calculation puts the orbital gap (alpha / beta) at 8.91 / 8.91 eV.

Atomic partial charges in e from the Mulliken method, atoms 1 to 4:
1 C 0.463
2 N -0.322
3 N -0.079
4 N -0.124


What did the fourth record say?
CBrClFN3 | ωB97M-V/def2-TZVPD

Geometry (Å):
C -0.78468 0.42697 0.45926
N -1.41376 1.08741 1.12893
N -0.12947 0.00241 -0.54072
N 1.66725 0.10080 -0.41890
F -0.28936 -1.33360 -0.83342
Cl 2.07784 -1.16468 0.83207
Br 2.18982 -0.51522 -2.03404

The relative energy (zero: lowest compared OMol25 entry of this formula, charge and spin) comes out at 61.4 kcal/mol. Its total energy is -3336.18808 a.u. Its HOMO energy (alpha / beta) is -10.671 / -10.671 eV. The LUMO energy (alpha / beta) is -1.76 / -1.76 eV. The calculation puts the orbital gap (alpha / beta) at 8.91 / 8.91 eV.

Atomic partial charges in e from the Mulliken method, atoms 1 to 4:
1 C 0.463
2 N -0.322
3 N -0.079
4 N -0.124